Density functional theory data (ωB97M-V/def2-TZVPD) for C20H24N6O4S in the gas phase in a non-equilibrium geometry.

The energy relative to the best compared isomer or geometry (same formula, charge and spin) is 1.40 kJ/mol. For the frontier orbital gap, the calculation gives 8.4243 eV. For the LUMO energy, the calculation gives 0.42 eV. As for the structure (SMILES): CCCn1c(SCC(=O)Nc2ccc(NC(C)=O)cc2)nc2c1c(=O)n(C)c(=O)n2C.

XYZ file:
```
55
Properties=species:S:1:pos:R:3:nbo_charge:R:1
C 4.37 0.16 -1.60 -0.619
C 4.06 0.70 -2.99 -0.404
C 3.10 -0.22 -3.76 -0.224
N 1.84 -0.36 -3.07 -0.319
C 0.84 0.53 -2.98 0.248
S 0.87 2.07 -3.79 0.309
C -0.52 2.82 -2.89 -0.611
C -0.32 2.61 -1.39 0.700
O 0.77 2.70 -0.88 -0.615
N -1.49 2.38 -0.74 -0.594
C -1.68 2.06 0.61 0.115
C -0.64 1.95 1.52 -0.185
C -0.91 1.61 2.83 -0.245
C -2.22 1.37 3.26 0.140
N -2.42 1.02 4.60 -0.602
C -3.59 0.78 5.26 0.686
C -3.36 0.43 6.72 -0.713
O -4.68 0.83 4.75 -0.601
C -3.26 1.48 2.34 -0.237
C -2.99 1.82 1.03 -0.219
N -0.15 0.14 -2.20 -0.547
C 0.23 -1.07 -1.74 0.368
C 1.47 -1.42 -2.26 -0.091
C 2.09 -2.67 -1.96 0.654
O 3.16 -3.09 -2.38 -0.624
N 1.32 -3.42 -1.08 -0.452
C 1.89 -4.71 -0.71 -0.417
C 0.09 -3.09 -0.52 0.797
O -0.49 -3.83 0.24 -0.639
N -0.45 -1.88 -0.89 -0.410
C -1.73 -1.47 -0.36 -0.415
H 5.15 0.75 -1.13 0.215
H 4.69 -0.88 -1.66 0.217
H 3.48 0.21 -0.97 0.209
H 4.98 0.77 -3.58 0.208
H 3.63 1.70 -2.92 0.213
H 2.90 0.19 -4.75 0.209
H 3.53 -1.22 -3.85 0.249
H -1.44 2.37 -3.26 0.231
H -0.49 3.88 -3.14 0.256
H -2.33 2.32 -1.30 0.398
H 0.37 2.14 1.21 0.250
H -0.09 1.52 3.53 0.207
H -1.57 0.95 5.14 0.395
H -4.32 0.25 7.19 0.244
H -2.85 1.24 7.23 0.226
H -2.75 -0.47 6.79 0.228
H -4.27 1.30 2.66 0.262
H -3.80 1.90 0.33 0.207
H 2.86 -4.56 -0.24 0.212
H 1.20 -5.20 -0.02 0.245
H 2.03 -5.32 -1.60 0.213
H -2.37 -1.14 -1.17 0.207
H -1.60 -0.64 0.35 0.213
H -2.17 -2.32 0.16 0.251
```

=====

Density functional theory data (ωB97M-V/def2-TZVPD) for a molecular structure, C20H24N9O5Sn in a non-equilibrium geometry.

The energy relative to the best compared isomer or geometry (same formula, charge and spin) is 138.88 kJ/mol. For the frontier orbital gap (spin up / spin down), the calculation gives 6.1015 / 6.0987 eV. For the LUMO energy (spin up / spin down), the calculation gives -10.69 / -10.70 eV. The total charge is +3.

XYZ file:
```
59
Properties=species:S:1:pos:R:3:nbo_charge:R:1
Sn 1.33 1.15 0.49 1.621
C 3.66 -1.03 -0.32 -0.264
O 2.23 -1.16 -0.34 -0.519
C 1.70 -2.17 -1.07 0.394
C 2.45 -3.14 -1.71 -0.301
C 1.82 -4.12 -2.47 -0.032
C 0.43 -4.12 -2.65 -0.223
C -0.32 -3.14 -2.08 -0.121
C 0.29 -2.18 -1.22 0.040
N -0.47 -1.40 -0.44 0.032
N -1.66 -1.23 -0.39 -0.004
C -2.58 -0.38 -0.12 0.164
C -2.11 1.04 0.04 0.531
O -0.91 1.29 -0.19 -0.707
C -3.05 1.95 0.57 -0.349
C -4.34 1.60 0.80 0.036
C -4.85 0.29 0.54 -0.127
C -6.21 0.00 0.66 -0.103
C -6.70 -1.25 0.33 -0.143
C -5.83 -2.23 -0.13 -0.155
C -4.48 -1.98 -0.24 -0.140
C -3.97 -0.72 0.09 -0.026
H 4.06 -0.94 -1.33 0.219
H 3.88 -0.11 0.23 0.199
H 4.13 -1.88 0.19 0.226
H 3.52 -3.17 -1.60 0.256
H 2.43 -4.89 -2.93 0.262
H -0.04 -4.91 -3.21 0.265
H -1.39 -3.12 -2.18 0.238
H -2.69 2.95 0.78 0.258
H -5.03 2.35 1.18 0.255
H -6.88 0.79 0.99 0.246
H -7.76 -1.46 0.41 0.259
H -6.22 -3.21 -0.40 0.255
H -3.81 -2.75 -0.62 0.224
N 2.93 2.97 3.06 -0.642
N 2.64 2.38 4.29 -0.399
C 1.82 1.33 4.39 0.637
N 1.56 0.82 5.58 -0.735
N 1.33 0.86 3.22 -0.513
N 0.45 -0.14 3.17 0.632
O 0.15 -0.47 1.99 -0.550
O -0.05 -0.68 4.13 -0.346
H 3.94 3.04 2.96 0.384
H 2.56 3.92 3.05 0.382
H 3.07 2.74 5.13 0.409
H 1.95 1.19 6.43 0.433
H 0.92 0.04 5.65 0.456
C 3.80 3.04 -2.64 -0.413
N 2.69 2.55 -3.44 -0.569
C 1.69 1.81 -2.98 0.816
N 0.73 1.42 -3.84 -0.791
O 1.64 1.44 -1.77 -0.872
H 4.06 4.05 -2.97 0.241
H 4.67 2.41 -2.75 0.215
H 3.50 3.08 -1.60 0.206
H 2.71 2.79 -4.42 0.419
H 0.72 1.71 -4.80 0.421
H -0.09 0.96 -3.48 0.412
```

=====

Density functional theory data (ωB97M-V/def2-TZVPD) for a molecular structure, C20H24O3Si in a non-equilibrium geometry.

The energy relative to the best compared isomer or geometry (same formula, charge and spin) is 140.55 kJ/mol. For the frontier orbital gap, the calculation gives 8.9311 eV. For the LUMO energy, the calculation gives 0.54 eV.

XYZ file:
```
48
Properties=species:S:1:pos:R:3:nbo_charge:R:1
O 0.79 -0.53 -1.98 -0.894
O 1.27 -0.23 0.78 -0.875
O -0.49 1.44 -0.54 -0.927
C 3.19 -3.17 0.24 -0.184
C -2.46 3.57 0.32 -0.170
C 2.37 -2.18 -0.19 -0.205
C -1.15 3.45 0.66 -0.191
C 3.10 -7.18 -1.26 -0.204
C -5.42 6.03 2.19 -0.213
C 2.78 -6.15 -2.16 -0.217
C 3.48 -6.86 0.07 -0.205
C -4.23 5.83 2.84 -0.210
C -5.69 5.33 1.00 -0.199
C 2.74 -4.80 -1.67 -0.193
C 3.48 -5.58 0.43 -0.190
C -3.25 5.03 2.26 -0.181
C -4.70 4.57 0.38 -0.200
C 3.06 -4.51 -0.35 -0.075
C -3.49 4.36 1.02 -0.066
C 1.63 0.48 -2.47 -0.274
C 2.48 -0.84 0.46 -0.100
C -0.08 2.75 -0.05 -0.079
C -1.22 -1.23 0.05 -1.168
Si 0.17 -0.08 -0.53 2.293
H 4.02 -2.94 0.90 0.210
H -2.69 3.20 -0.65 0.203
H 1.55 -2.37 -0.88 0.221
H -0.81 4.02 1.45 0.187
H 3.07 -8.26 -1.45 0.211
H -6.17 6.60 2.67 0.210
H 2.49 -6.44 -3.14 0.215
H 3.85 -7.61 0.66 0.206
H -4.08 6.19 3.84 0.212
H -6.59 5.51 0.43 0.211
H 2.45 -4.07 -2.42 0.215
H 3.87 -5.35 1.45 0.201
H -2.33 4.92 2.79 0.205
H -4.92 4.14 -0.59 0.213
H 2.06 0.20 -3.45 0.204
H 2.28 0.83 -1.68 0.173
H 1.04 1.40 -2.84 0.174
H 3.09 -0.11 -0.06 0.161
H 3.10 -0.96 1.39 0.183
H 0.83 2.69 0.58 0.189
H 0.14 3.31 -0.93 0.187
H -1.87 -0.61 0.72 0.254
H -0.90 -2.17 0.53 0.248
H -1.80 -1.57 -0.83 0.235
```